Entry 1:
{"formula": "C4H10O", "method": "ωB97M-V/def2-TZVPD", "relative_energy_kj_mol": 70.41, "e_homo_ev": -9.713, "e_tot_ha": -233.61813, "e_lumo_ha": 0.0439, "smiles": "CCOCC", "homo_lumo_gap_ev": 10.91, "elements": ["C", "C", "O", "C", "C", "H", "H", "H", "H", "H", "H", "H", "H", "H", "H"], "coordinates": [[-0.841, -1.653, 1.199], [-0.801, -0.218, 0.706], [0.559, 0.176, 0.742], [0.849, 1.222, -0.157], [0.839, 0.740, -1.623], [-1.861, -2.046, 1.239], [-0.404, -1.703, 2.199], [-0.237, -2.279, 0.532], [-1.183, -0.159, -0.324], [-1.412, 0.462, 1.328], [1.836, 1.591, 0.135], [0.140, 2.052, -0.005], [1.801, 0.916, -2.111], [0.067, 1.238, -2.217], [0.649, -0.339, -1.642]]}


Entry 2:
{"formula": "C4H10O", "method": "ωB97M-V/def2-TZVPD", "relative_energy_kj_mol": 134.03, "e_homo_ev": -9.088, "e_tot_ha": -233.59390, "e_lumo_ha": 0.0331, "smiles": "C/C=C/C.O", "homo_lumo_gap_ev": 9.99, "elements": ["C", "C", "C", "C", "H", "H", "H", "H", "H", "H", "H", "H", "O", "H", "H"], "coordinates": [[1.527, 0.228, 1.756], [0.789, -0.784, 0.859], [0.371, -0.354, -0.334], [-0.343, -1.219, -1.336], [2.308, -0.161, 2.396], [0.796, 0.688, 2.444], [1.787, 1.068, 1.120], [0.586, -1.759, 1.284], [0.225, 0.716, -0.275], [0.030, -2.243, -1.315], [-0.125, -0.952, -2.375], [-1.420, -1.143, -1.169], [-2.056, 2.303, -1.190], [-1.850, 1.381, -1.458], [-2.624, 2.233, -0.406]]}


Entry 3:
{"formula": "C4H10O", "method": "ωB97M-V/def2-TZVPD", "relative_energy_kj_mol": 61.99, "e_homo_ev": -9.658, "e_tot_ha": -233.62134, "e_lumo_ha": 0.0423, "smiles": "COC(C)C", "homo_lumo_gap_ev": 10.81, "elements": ["C", "O", "C", "C", "C", "H", "H", "H", "H", "H", "H", "H", "H", "H", "H"], "coordinates": [[1.932, -0.219, -0.610], [0.879, -0.614, 0.228], [-0.268, 0.221, 0.111], [-1.274, -0.437, -0.837], [-0.773, 0.471, 1.527], [2.642, -1.047, -0.663], [2.449, 0.670, -0.216], [1.583, 0.012, -1.629], [0.039, 1.187, -0.321], [-1.842, -1.229, -0.336], [-0.733, -0.893, -1.675], [-1.983, 0.288, -1.249], [-1.578, 1.213, 1.555], [0.063, 0.834, 2.132], [-1.136, -0.457, 1.982]]}


Entry 4:
{"formula": "C4H10O", "method": "ωB97M-V/def2-TZVPD", "relative_energy_kj_mol": 370.96, "e_homo_ev": -8.227, "e_tot_ha": -233.50366, "e_lumo_ha": 0.0326, "homo_lumo_gap_ev": 9.11, "elements": ["C", "C", "C", "C", "O", "H", "H", "H", "H", "H", "H", "H", "H", "H", "H"], "coordinates": [[-0.914, -1.211, -1.355], [-0.619, 0.122, -0.720], [-0.065, -0.097, 0.681], [1.570, 1.131, 0.824], [-1.254, -0.115, 1.512], [-1.704, -1.700, -0.792], [-0.010, -1.818, -1.249], [-1.199, -1.027, -2.399], [0.143, 0.577, -1.335], [-1.527, 0.748, -0.825], [0.982, -0.575, 0.775], [2.491, 0.846, 0.235], [1.178, 2.031, 0.388], [1.979, 1.335, 1.822], [-1.050, -0.247, 2.438]]}


Entry 5:
{"formula": "C4H10O2", "method": "ωB97M-V/def2-TZVPD", "relative_energy_kj_mol": 189.67, "e_homo_ev": -8.219, "e_tot_ha": -308.82592, "e_lumo_ha": 0.0248, "smiles": "C/C(O)=C/O.C", "homo_lumo_gap_ev": 8.89, "elements": ["C", "C", "O", "C", "O", "H", "H", "H", "H", "H", "H", "C", "H", "H", "H", "H"], "coordinates": [[-1.608, -0.989, 1.078], [-0.210, -0.682, 0.658], [0.820, -0.754, 1.610], [0.198, -0.803, -0.608], [1.504, -0.911, -0.913], [-1.642, -2.070, 1.253], [-2.311, -0.751, 0.272], [-1.941, -0.481, 1.988], [0.964, 0.107, 2.028], [-0.462, -0.739, -1.468], [1.919, -1.011, -0.036], [0.557, 1.817, -1.177], [0.126, 1.180, -0.395], [-0.050, 2.716, -1.196], [1.598, 2.029, -0.926], [0.538, 1.343, -2.168]]}


Entry 6:
{"formula": "C4H10O2", "method": "ωB97M-V/def2-TZVPD", "relative_energy_kj_mol": 105.68, "e_homo_ev": -10.112, "e_tot_ha": -308.85791, "e_lumo_ha": 0.0367, "smiles": "C[C@@H](O)[C@@H](C)O", "homo_lumo_gap_ev": 11.11, "elements": ["C", "C", "O", "C", "C", "O", "H", "H", "H", "H", "H", "H", "H", "H", "H", "H"], "coordinates": [[-1.483, -0.070, 0.969], [0.019, -0.207, 0.873], [0.399, -1.573, 1.105], [0.601, -0.044, -0.530], [0.374, 1.216, -1.335], [1.970, -0.307, -0.426], [-1.956, -0.807, 0.309], [-1.813, 0.932, 0.678], [-1.814, -0.271, 1.991], [0.529, 0.450, 1.592], [0.163, -1.918, 0.194], [0.068, -0.984, -1.029], [-0.697, 1.385, -1.468], [0.818, 2.111, -0.878], [0.843, 1.083, -2.314], [1.978, -0.994, 0.270]]}